(1)
A cluster of 2 separate species, CH2O2S3 in total at a distorted geometry, computed with ωB97M-V/def2-TZVPD.

Geometry (Å):
C1 -1.27135 0.41104 0.13193
O1 1.68354 0.74675 0.63960
O2 2.71457 -0.91502 -0.72209
S1 -2.57413 1.29573 -0.11274
S2 -0.95307 -1.22157 -0.10596
S3 2.93907 0.20057 0.14268
H1 -0.27733 0.99380 0.42967
H2 -2.26131 -1.51130 -0.40309

Its orbital gap is 6.653 eV. The value obtained for the HOMO energy is -8.44 eV. The calculation puts the energy above the lowest of the compared OMol25 structures with the same formula, charge and spin at 0.606 eV. For the max |F|, the calculation gives 4.0 eV/Å. The value obtained for the electronic energy is -37668.601 eV. Its LUMO energy is -1.78 eV.

(2)
The molecule CH2O3 at a distorted geometry, computed with ωB97M-V/def2-TZVPD.

Geometry (Å):
O1 -0.40525 1.26225 -0.91391
C1 0.05267 0.51217 -0.14472
O2 0.26781 0.54901 1.21237
O3 -0.03586 -0.90860 -0.36834
H1 0.82943 -0.35491 1.46913
H2 -0.70880 -1.05993 -1.25452

Its orbital gap is 11.729 eV. The value obtained for the HOMO energy is -11.52 eV. The calculation puts the energy above the lowest of the compared OMol25 structures with the same formula, charge and spin at 1.528 eV. Its structure (SMILES) is O=C(O)O. For the max |F|, the calculation gives 6.1 eV/Å. The value obtained for the electronic energy is -7211.018 eV. Its LUMO energy is 0.20 eV.

(3)
The molecule CH2O3 at a distorted geometry, computed with ωB97M-V/def2-TZVPD.

Geometry (Å):
O1 0.45004 -0.87679 0.82565
C1 0.00259 -0.07149 0.07801
O2 0.51134 1.23554 -0.15816
O3 -0.96680 -0.33176 -0.73425
H1 1.19155 1.52635 0.51913
H2 -1.16370 -1.31329 -0.45317

Its orbital gap is 11.729 eV. The value obtained for the HOMO energy is -11.28 eV. The calculation puts the energy above the lowest of the compared OMol25 structures with the same formula, charge and spin at 0.432 eV. Its structure (SMILES) is O=C(O)O. For the max |F|, the calculation gives 3.9 eV/Å. The value obtained for the electronic energy is -7212.114 eV. Its LUMO energy is 0.45 eV.